No. 1
ORCA calculation (ωB97M-V with the def2-TZVPD basis set) on a structure of composition C17H28NO2P2PtSe in a non-equilibrium geometry.

Geometry (Å):
Pt (0.10364, 0.93445, -0.02929)
P (-2.06100, 0.44478, -0.48134)
C (-2.21263, 0.98676, -2.26329)
C (-0.85019, 1.41245, -2.89893)
N (0.26122, 1.26548, -2.14299)
C (1.52843, 1.51068, -2.60142)
C (1.67861, 2.28558, -3.76427)
C (0.54975, 2.53066, -4.54481)
C (-0.68801, 2.03208, -4.13159)
C (2.71235, 1.08612, -1.68286)
P (2.19894, -0.17236, -0.47671)
H (-1.59269, 2.23176, -4.64592)
H (2.68654, 2.62108, -4.04040)
H (0.62778, 3.14490, -5.45937)
H (3.57444, 0.74497, -2.26538)
H (3.10328, 1.94412, -1.11422)
H (-2.86187, 0.43751, -2.91589)
H (-2.87574, 1.82396, -2.12390)
H (-0.79307, -2.52283, -4.61943)
O (-1.48611, -2.48122, -5.20819)
H (-2.21557, -2.93523, -4.87496)
H (0.08023, -3.97945, 0.89456)
O (-0.03570, -3.78899, -0.02457)
H (0.03069, -4.59930, -0.48985)
C (2.48912, -1.71368, -1.46693)
H (3.46524, -1.62319, -1.99284)
H (2.52343, -2.58134, -0.77580)
H (1.66328, -1.88839, -2.18355)
C (3.43802, -0.27842, 0.85749)
H (3.21987, -1.20608, 1.39858)
H (4.45340, -0.37075, 0.45044)
H (3.34234, 0.59479, 1.52216)
C (-2.96474, 1.69261, 0.46284)
H (-3.82570, 1.89316, -0.17174)
H (-3.22005, 1.27220, 1.45088)
H (-2.29023, 2.56582, 0.56805)
C (-2.96566, -1.13391, -0.30711)
H (-3.23732, -1.31083, 0.74398)
H (-3.92362, -1.04210, -0.86092)
H (-2.40891, -2.03747, -0.64303)
Se (0.94864, 2.10839, 1.82312)
C (0.20987, 1.03743, 3.30797)
C (-1.06795, 1.31812, 3.81733)
C (-1.53742, 0.58076, 4.90656)
C (-0.74368, -0.43069, 5.45815)
C (0.49381, -0.74521, 4.90052)
C (0.97895, -0.02033, 3.81450)
H (-1.66740, 2.11436, 3.35897)
H (-2.50993, 0.82428, 5.33263)
H (-1.08598, -0.95432, 6.34570)
H (1.10383, -1.53614, 5.31985)
H (1.93464, -0.24103, 3.35092)

Computed properties:
- HOMO level (alpha / beta) (eV) = -9.82 / -10.51
- total charge = +1
- energy (Ha) = -4073.04877
- 2S+1 = 3


No. 2
ORCA calculation (ωB97M-V with the def2-TZVPD basis set) on a cluster of 2 separate species, C4H5N3O3S in total in a non-equilibrium geometry.

Geometry (Å):
C (-2.59856, 1.75976, 1.10922)
C (-1.68798, 2.71338, -0.62171)
C (-0.83577, -1.83673, -0.95827)
C (-2.19811, 1.48607, -0.24030)
N (-3.12950, 2.26847, 1.99798)
N (-1.36775, 3.78107, -0.82080)
N (0.77894, 0.56675, -0.04417)
O (-1.61131, -0.75914, 1.21999)
O (-3.30019, -1.73853, -0.27128)
O (-2.21809, 0.43796, -0.89792)
S (-2.04206, -1.13355, -0.09176)
H (-1.21442, -2.08923, -2.04593)
H (0.71457, 1.66358, 0.07942)
H (0.06717, -1.36110, -0.87266)
H (1.74465, 0.29863, 0.19048)
H (0.16731, 0.15049, 0.57498)

Computed properties:
- HOMO level (alpha / beta) (eV) = -9.08 / -10.93
- energy above the lowest of the compared OMol25 structures with the same formula, charge and spin (eV) = 5.2301
- energy (Ha) = -943.37656
- 2S+1 = 1


No. 3
ORCA calculation (ωB97M-V with the def2-TZVPD basis set) on a structure of composition CH5N3OS in a non-equilibrium geometry.

Geometry (Å):
C (0.57326, -0.43766, -0.23922)
H (-2.13234, 1.25491, -0.18387)
H (-0.68697, -1.59406, 1.09920)
H (1.49696, -2.04217, 0.03614)
H (1.45762, 1.26525, -0.92074)
H (0.20712, 1.31314, 1.20329)
N (-0.62381, -0.83603, 0.20020)
N (1.80131, -1.01487, -0.23926)
N (0.42813, 0.92604, -0.86637)
O (-0.32296, 1.61664, 0.30005)
S (-2.19831, -0.45118, -0.38942)

Computed properties:
- HOMO level (eV) = -8.90
- energy above the lowest of the compared OMol25 structures with the same formula, charge and spin (eV) = 4.6395
- energy (Ha) = -678.60546
- 2S+1 = 1


No. 4
ORCA calculation (ωB97M-V with the def2-TZVPD basis set) on a cluster of 12 separate species, C56H130N10O2S2 in total in a non-equilibrium geometry.

Geometry (Å):
C (-6.95265, 3.50721, 0.04503)
S (-7.67583, 4.11967, -1.49635)
O (-6.57057, 3.98970, -2.52172)
C (-8.75286, 2.69474, -1.63970)
H (-6.31905, 2.65905, -0.27001)
H (-7.64910, 3.12426, 0.77102)
H (-6.32281, 4.25945, 0.51220)
H (-9.62694, 2.73550, -0.98722)
H (-8.21990, 1.77129, -1.50531)
H (-8.99650, 2.79998, -2.69276)
C (-6.55077, 0.74283, -4.06462)
S (-5.96686, -0.05765, -2.58529)
O (-6.97127, 0.18065, -1.47674)
C (-6.20601, -1.73610, -3.14614)
H (-6.38217, 1.82289, -3.92679)
H (-7.63559, 0.61334, -4.14612)
H (-5.99078, 0.41497, -4.93196)
H (-5.87170, -2.43022, -2.39209)
H (-5.61746, -1.87719, -4.05216)
H (-7.27766, -1.89586, -3.35730)
C (-3.40816, 3.49366, -1.38092)
C (-1.93301, 3.74918, -0.97672)
N (-1.17399, 4.81919, -1.66159)
C (-1.71893, 6.13670, -1.44519)
C (-1.79615, 6.50951, 0.07687)
C (-1.15863, 4.61176, -3.06655)
C (0.10618, 5.05345, -3.75081)
H (-3.76000, 2.55760, -1.01167)
H (-3.42985, 3.42923, -2.43723)
H (-4.10408, 4.30189, -1.13475)
H (-1.91764, 4.02610, 0.08987)
H (-1.27974, 2.94136, -1.21779)
H (-0.94977, 6.84205, -1.81496)
H (-2.68952, 6.30711, -1.94646)
H (-2.07644, 7.58883, 0.24061)
H (-2.53351, 5.96820, 0.65990)
H (-0.85755, 6.49900, 0.59685)
H (-2.04579, 5.10828, -3.56350)
H (-1.23384, 3.53833, -3.32236)
H (0.89197, 4.65981, -3.12740)
H (0.21548, 6.10735, -3.76399)
H (0.20036, 4.61147, -4.77285)
C (0.56346, -4.07475, 2.53969)
C (1.05345, -5.48992, 2.85486)
N (0.78225, -6.41522, 1.80190)
C (1.78417, -6.25664, 0.71022)
C (1.27561, -6.67892, -0.66478)
C (0.80258, -7.81013, 2.24873)
C (-0.36199, -8.13923, 3.16152)
H (1.03191, -3.31278, 3.16163)
H (-0.51065, -3.89302, 2.68096)
H (0.81449, -3.69938, 1.57929)
H (2.13510, -5.45266, 3.03126)
H (0.60352, -5.85377, 3.81233)
H (2.71398, -6.78279, 1.03692)
H (1.91452, -5.14592, 0.57457)
H (0.97927, -7.73680, -0.68026)
H (2.10075, -6.58450, -1.35117)
H (0.43060, -6.01909, -0.88556)
H (0.72521, -8.29536, 1.29512)
H (1.72874, -8.05390, 2.78428)
H (-1.18611, -7.57701, 2.72478)
H (-0.56163, -9.16738, 3.05436)
H (-0.20111, -7.94527, 4.21833)
C (4.02400, -1.39437, -5.51056)
C (5.24593, -1.98138, -4.92517)
N (6.10089, -1.03605, -4.27250)
C (5.49195, -0.16938, -3.31761)
C (4.76688, -0.85449, -2.21791)
C (7.34432, -1.64408, -3.79921)
C (8.19071, -0.78260, -2.91661)
H (3.50095, -2.24227, -5.93212)
H (4.09222, -0.64019, -6.26761)
H (3.26178, -0.98324, -4.86997)
H (4.86987, -2.80635, -4.34415)
H (5.84437, -2.25917, -5.79156)
H (6.22548, 0.58738, -3.02504)
H (4.77556, 0.43915, -3.90614)
H (5.42829, -1.53181, -1.67643)
H (4.38293, -0.10403, -1.48072)
H (3.94863, -1.49281, -2.53935)
H (7.95879, -2.02833, -4.61841)
H (7.02144, -2.57128, -3.28869)
H (8.45410, 0.17775, -3.45511)
H (9.15275, -1.27824, -2.74672)
H (7.67653, -0.45358, -2.01413)
C (-1.85317, 0.47204, 7.49201)
C (-1.41108, 1.70566, 6.80230)
N (-0.03307, 1.62409, 6.34369)
C (0.61747, 2.85044, 5.95116)
C (0.43824, 4.04356, 6.93829)
C (0.22923, 0.59329, 5.35594)
C (-0.70685, 0.50375, 4.17955)
H (-1.67773, -0.41598, 6.87246)
H (-2.90516, 0.46534, 7.72226)
H (-1.26969, 0.35322, 8.44445)
H (-2.05844, 1.97107, 5.88651)
H (-1.60403, 2.50017, 7.48894)
H (1.68850, 2.70250, 5.84646)
H (0.36524, 3.11465, 4.90198)
H (0.70381, 3.79259, 8.01532)
H (1.11284, 4.85357, 6.63823)
H (-0.58107, 4.45975, 6.98197)
H (0.21984, -0.35735, 5.89735)
H (1.23528, 0.77431, 5.03787)
H (-0.47889, -0.35239, 3.61759)
H (-0.69751, 1.34783, 3.49353)
H (-1.75347, 0.45878, 4.55993)
C (1.36197, -2.26569, -1.29937)
C (-0.13751, -2.05561, -1.07494)
N (-0.47539, -0.69408, -0.69422)
C (-0.16357, -0.36457, 0.71335)
C (0.43354, 1.09843, 0.77659)
C (-1.78142, -0.27453, -1.08812)
C (-2.92902, -1.21011, -0.74450)
H (1.63966, -3.25705, -1.57742)
H (1.91184, -2.06907, -0.35854)
H (1.76178, -1.56179, -2.08739)
H (-0.72866, -2.26600, -1.94370)
H (-0.47791, -2.85135, -0.32816)
H (-1.02317, -0.36812, 1.34118)
H (0.55774, -1.04733, 1.07771)
H (1.43986, 1.19906, 0.30125)
H (-0.23516, 1.79740, 0.27450)
H (0.58005, 1.43101, 1.86180)
H (-1.81834, -0.05993, -2.11882)
H (-1.96261, 0.68508, -0.53771)
H (-3.88880, -0.66629, -1.02723)
H (-2.94531, -1.43321, 0.30241)
H (-2.94225, -2.14291, -1.31320)
C (4.09528, -2.33594, 5.75257)
C (3.38757, -1.87903, 4.48367)
N (4.29176, -1.10687, 3.61020)
C (5.41394, -1.89399, 3.06820)
C (4.95243, -3.14047, 2.27630)
C (3.57342, -0.38328, 2.60105)
C (4.36297, 0.46482, 1.70909)
H (4.67670, -3.24931, 5.55383)
H (3.33230, -2.66121, 6.45970)
H (4.59236, -1.50584, 6.22282)
H (2.93090, -2.69317, 3.91633)
H (2.56389, -1.20100, 4.73887)
H (5.99057, -2.34022, 3.89468)
H (6.07494, -1.21409, 2.55012)
H (4.32855, -3.78035, 2.88317)
H (5.80140, -3.72110, 1.90948)
H (4.35178, -2.90166, 1.36124)
H (2.90227, -1.02101, 1.95730)
H (2.77804, 0.12258, 3.13330)
H (4.99011, -0.18811, 1.10144)
H (3.62001, 0.93220, 0.98113)
H (5.07016, 1.17315, 2.18111)
C (2.82794, 4.35381, 1.83170)
C (1.66900, 4.82781, 1.03055)
C (2.08096, 5.00302, -0.41333)
C (2.46182, 3.73021, -1.10511)
N (2.92807, 2.81482, -1.58509)
H (3.24213, 3.38213, 1.53823)
H (2.67217, 4.38652, 2.90350)
H (3.63242, 5.11397, 1.68223)
H (1.38531, 5.80034, 1.43037)
H (0.86612, 4.12978, 1.06243)
H (2.98559, 5.56397, -0.51829)
H (1.32951, 5.44905, -1.03336)
C (-2.93210, -5.24199, -5.49844)
C (-1.63599, -4.47012, -5.26919)
C (-1.69480, -3.46844, -4.10710)
C (-2.58426, -2.42681, -4.54805)
N (-3.27578, -1.59549, -4.92234)
H (-3.10595, -5.76914, -4.54350)
H (-2.80458, -5.92742, -6.31881)
H (-3.76777, -4.58276, -5.70677)
H (-1.25195, -4.02235, -6.17619)
H (-0.85267, -5.20977, -5.03814)
H (-0.67286, -2.98889, -3.93401)
H (-1.99910, -4.02029, -3.23147)
C (1.25981, 0.80639, -3.52474)
C (0.51904, -0.16243, -4.41825)
C (0.03075, 0.54304, -5.79083)
C (-0.64310, 1.79815, -5.66621)
N (-1.30071, 2.74848, -5.63043)
H (1.76202, 0.31929, -2.71046)
H (0.58344, 1.61717, -3.12973)
H (2.02828, 1.40040, -4.01528)
H (-0.29928, -0.71032, -3.98935)
H (1.18109, -0.93309, -4.80798)
H (-0.56220, -0.14850, -6.36489)
H (0.96979, 0.76749, -6.31626)
C (-3.29655, 1.76036, 2.11388)
C (-3.23019, 2.94398, 3.13350)
C (-4.36781, 2.90931, 4.14585)
C (-5.65365, 3.36936, 3.58836)
N (-6.57054, 3.89616, 3.09717)
H (-3.11949, 0.78203, 2.67066)
H (-2.45864, 1.92876, 1.39584)
H (-4.20086, 1.73883, 1.47060)
H (-3.30881, 3.92798, 2.59585)
H (-2.25903, 2.94418, 3.63614)
H (-4.11618, 3.57340, 4.97731)
H (-4.45679, 1.92251, 4.56196)

Computed properties:
- HOMO level (eV) = -8.05
- energy (Ha) = -3705.82524
- 2S+1 = 1


No. 5
ORCA calculation (ωB97M-V with the def2-TZVPD basis set) on a cluster of 2 separate species, C2H7N2S in total in a non-equilibrium geometry.

Geometry (Å):
C (-0.10713, 2.57304, -1.35787)
S (-0.71259, 0.88499, -1.24214)
H (-0.93293, 3.29615, -1.55517)
H (0.52542, 2.86231, -0.47232)
H (0.53080, 2.62040, -2.25651)
N (0.04088, -0.71433, 1.36625)
C (0.29064, -1.94054, 0.77283)
N (0.15254, -3.10509, 1.37046)
H (-0.44351, -0.81330, 2.28311)
H (-0.26804, 0.01904, 0.64327)
H (0.44086, -1.83786, -0.30290)
H (0.48307, -3.84482, 0.75098)

Computed properties:
- HOMO level (eV) = -2.77
- energy above the lowest of the compared OMol25 structures with the same formula, charge and spin (eV) = 0.2493
- total charge = -1
- energy (Ha) = -588.12663
- 2S+1 = 1


No. 6
ORCA calculation (ωB97M-V with the def2-TZVPD basis set) on a cluster of 2 separate species, C4H9N3O2 in total in a non-equilibrium geometry.

Geometry (Å):
N (-1.41992, 1.82095, -0.96665)
N (-1.12558, 0.45412, -0.73160)
C (-1.09594, -0.02930, 0.65507)
O (-1.40102, 0.76880, 1.55388)
O (-1.72776, -1.29523, 0.66059)
H (-2.02540, 2.12952, -0.20292)
H (-0.55715, 2.35557, -0.91127)
H (-1.56141, -0.19063, -1.38755)
H (-2.38526, -1.26218, 1.36726)
C (2.00681, 0.35554, 0.82111)
C (0.96684, -0.70365, 0.48793)
C (0.90237, -1.11382, -0.82073)
N (0.60512, -1.47497, -1.92146)
H (3.00380, -0.07643, 0.91835)
H (2.05277, 1.11881, 0.04633)
H (1.70731, 0.83935, 1.75069)
H (0.97229, -1.54206, 1.18031)
H (1.08212, -2.15438, -2.49936)

Computed properties:
- HOMO level (eV) = -8.43
- energy above the lowest of the compared OMol25 structures with the same formula, charge and spin (eV) = 4.2244
- energy (Ha) = -472.43838
- 2S+1 = 1


No. 7
ORCA calculation (ωB97M-V with the def2-TZVPD basis set) on a structure of composition C18H19AsBF5N6OV in a non-equilibrium geometry.

Geometry (Å):
V (0.10731, 0.49241, -0.08670)
C (-0.96816, 3.72411, 2.15314)
C (-0.00586, 3.06320, 1.41008)
N (-0.49006, 1.87884, 1.02224)
N (-1.73919, 1.76116, 1.48459)
C (-2.05877, 2.85869, 2.16930)
B (-2.53935, 0.45154, 1.30317)
N (-2.55743, 0.06033, -0.19137)
C (-3.61370, -0.20778, -0.96036)
C (-3.17190, -0.80536, -2.13416)
C (-1.79193, -0.83928, -2.01158)
N (-1.43514, -0.30434, -0.84203)
N (-1.65543, -0.62827, 1.93643)
C (-1.87985, -1.58358, 2.84205)
C (-0.73709, -2.36412, 2.93251)
C (0.14968, -1.80647, 2.02028)
N (-0.42550, -0.75381, 1.43592)
H (-0.88992, 4.68585, 2.61700)
H (0.99162, 3.38075, 1.13937)
H (-3.02042, 2.98570, 2.62447)
H (-3.61417, 0.50936, 1.76593)
H (-4.60990, 0.05242, -0.65643)
H (-3.76570, -1.16390, -2.95065)
H (-1.04920, -1.21300, -2.69828)
H (-2.81424, -1.66088, 3.36155)
H (-0.57780, -3.21323, 3.56375)
H (1.14760, -2.12662, 1.76723)
F (-1.96719, 2.56762, -1.16672)
C (-1.00859, 2.42265, -2.11938)
C (0.05556, 1.59556, -1.78740)
C (1.01177, 1.44364, -2.77710)
F (2.08754, 0.62999, -2.49355)
C (0.94933, 2.05482, -4.02347)
F (1.92166, 1.87357, -4.90483)
C (-0.14523, 2.87147, -4.31455)
F (-0.25177, 3.44658, -5.49514)
C (-1.13489, 3.06607, -3.34444)
F (-2.17422, 3.83796, -3.60933)
C (4.24127, -0.77156, -0.96153)
As (3.38634, 0.69247, -0.02494)
C (3.80821, 2.42964, -0.78723)
C (3.76956, 0.67554, 1.88234)
O (1.70043, 0.49714, -0.00283)
H (5.30007, -0.76789, -0.68850)
H (4.14419, -0.63155, -2.04065)
H (3.79308, -1.72849, -0.67884)
H (4.76952, 2.75782, -0.38016)
H (3.03448, 3.15626, -0.52062)
H (3.89727, 2.35461, -1.87364)
H (4.65762, 1.27586, 2.09641)
H (3.94625, -0.35199, 2.21363)
H (2.90779, 1.09065, 2.41812)

Computed properties:
- HOMO level (alpha / beta) (eV) = -14.71 / -14.73
- energy above the lowest of the compared OMol25 structures with the same formula, charge and spin (eV) = 0.9661
- total charge = +2
- energy (Ha) = -4804.52315
- 2S+1 = 2


No. 8
ORCA calculation (ωB97M-V with the def2-TZVPD basis set) on a structure of composition C7H15F3KO6P in a non-equilibrium geometry.

Geometry (Å):
K (15.80608, 26.79567, -24.10638)
C (15.89108, 33.67799, -26.03953)
O (15.55846, 33.97174, -27.45440)
O (15.06090, 32.65940, -25.54803)
C (17.47601, 33.59395, -25.81333)
F (17.71754, 33.77658, -24.45846)
F (18.08044, 32.49679, -26.18637)
F (18.10359, 34.70295, -26.35579)
C (15.19487, 35.32513, -27.79515)
C (14.41640, 35.47281, -29.21243)
H (13.32804, 35.52582, -29.18472)
H (14.72484, 36.43251, -29.62709)
H (14.52425, 34.59644, -29.85152)
H (16.05812, 35.92825, -27.51381)
H (14.31148, 35.68185, -27.26554)
H (15.56219, 34.57296, -25.51138)
C (17.57203, 21.96562, -30.07616)
O (16.72849, 23.13113, -30.18159)
P (17.42655, 24.62127, -29.88126)
O (17.77287, 24.81336, -28.40716)
O (18.78261, 24.70263, -30.73074)
C (19.80913, 25.80414, -30.60863)
O (16.34018, 25.74232, -30.47983)
C (16.42735, 27.16440, -30.03642)
H (17.71286, 21.47167, -31.03755)
H (16.97041, 21.35782, -29.40035)
H (18.57251, 22.17456, -29.69737)
H (19.23759, 26.60952, -30.14731)
H (20.11048, 26.15505, -31.59561)
H (20.78887, 25.62926, -30.16404)
H (15.57294, 27.36051, -29.38862)
H (16.39422, 27.77498, -30.93875)
H (17.29560, 27.39260, -29.41823)

Computed properties:
- HOMO level (eV) = -5.33
- energy above the lowest of the compared OMol25 structures with the same formula, charge and spin (eV) = 5.2521
- energy (Ha) = -1967.95391
- 2S+1 = 1


- Look up the energy of the sixth one.
  -472.43838 Ha